*i*
Entry from OMol25: the molecule C5H8O2S (ωB97M-V/def2-TZVPD).

Structure (ORCA input):
```
! RIJCOSX wB97M-V def2-TZVPD def2/J DEFGRID3
* xyz 0 1
C 1.611 -0.967 0.975
C 0.588 -0.828 -0.181
O 0.531 -1.732 -0.997
C -0.465 0.450 -0.055
C -0.421 1.107 -1.503
S -0.088 1.669 1.224
C -1.786 -0.262 0.058
O -2.626 -0.237 0.902
H 1.855 -0.035 1.397
H 1.090 -1.382 1.880
H 2.400 -1.700 0.583
H 0.378 1.839 -1.482
H -1.359 1.658 -1.803
H -0.280 0.338 -2.312
H 0.372 0.885 2.238
H -1.800 -0.805 -0.923
*
```

Output
- E_HOMO (eV) = -9.4
- SMILES = CC(=O)[C@](C)(S)C=O
- Kohn-Sham gap (eV) = 9.74
- LUMO (eV) = 0.4

---

*ii*
Entry from OMol25: the molecule C5H8O2S (ωB97M-V/def2-TZVPD).

Structure (ORCA input):
```
! RIJCOSX wB97M-V def2-TZVPD def2/J DEFGRID3
* xyz 0 1
O 0.627 -2.289 0.697
C 0.769 -0.976 0.067
C 1.180 -0.025 1.139
C 0.422 1.078 1.127
C -0.544 1.061 -0.110
O -1.790 1.561 0.129
S 0.247 1.878 -1.598
C -0.565 -0.444 -0.426
H 1.271 -2.766 0.230
H 1.349 -1.193 -0.790
H 1.894 -0.256 1.804
H 0.414 1.943 1.709
H -2.441 0.854 -0.106
H -0.468 1.159 -2.465
H -0.930 -0.526 -1.510
H -1.437 -1.059 0.102
*
```

Output
- E_HOMO (eV) = -9.2
- SMILES = O[C@@H]1C=C[C@@](O)(S)C1
- Kohn-Sham gap (eV) = 9.85
- LUMO (eV) = 0.7

---

*iii*
Entry from OMol25: the molecule C5H8O2S (ωB97M-V/def2-TZVPD).

Structure (ORCA input):
```
! RIJCOSX wB97M-V def2-TZVPD def2/J DEFGRID3
* xyz 0 1
C -1.698 1.083 -1.231
C -1.270 0.038 -0.265
O -1.919 -0.621 0.484
C 0.394 -0.201 -0.407
O 0.791 0.388 -1.607
C 1.485 0.041 0.688
C 1.143 -0.613 1.986
S 2.821 0.898 0.392
H -1.130 1.995 -1.045
H -1.429 0.757 -2.236
H -2.765 1.274 -1.166
H 0.404 -1.302 -0.528
H 1.634 0.852 -1.441
H 1.576 -0.083 2.829
H 1.535 -1.635 1.991
H 0.060 -0.687 2.105
*
```

Output
- E_HOMO (eV) = -9.4
- SMILES = CC(=O)[C@@H](O)C(C)=S
- Kohn-Sham gap (eV) = 8.99
- LUMO (eV) = -0.4

---

*iv*
Entry from OMol25: a 2-piece molecular cluster, C5H8O2S overall (ωB97M-V/def2-TZVPD).

Structure (ORCA input):
```
! RIJCOSX wB97M-V def2-TZVPD def2/J DEFGRID3
* xyz 0 1
C 2.857 -0.734 -0.056
C 1.809 -0.182 -0.190
C -0.055 2.067 0.414
C -0.743 -1.954 -0.104
C -0.131 0.889 -0.581
O -1.880 0.062 1.282
O -2.376 -0.129 -1.106
S -1.435 -0.268 -0.031
H 3.772 -1.205 0.116
H 0.848 2.541 0.377
H 0.015 1.716 1.355
H -0.808 2.771 0.271
H 0.066 -1.824 -0.759
H -0.317 -2.055 0.869
H -1.576 -2.540 -0.255
H -0.047 0.844 -1.603
*
```

Output
- E_HOMO (eV) = -10.5
- Kohn-Sham gap (eV) = 9.73
- LUMO (eV) = -0.8

---

Q: Which of them is the most stable? A: *iii*.

---

*i*
Entry from OMol25: C15H10CdCl5N3OS as an isolated structure (ωB97M-V/def2-TZVPD).

Structure (ORCA input):
```
! RIJCOSX wB97M-V def2-TZVPD def2/J DEFGRID3
* xyz -2 1
Cd -0.628 0.912 -0.524
N -3.187 -2.776 -1.820
C -2.256 -1.984 -1.202
S -2.650 -0.855 0.000
N -1.028 -2.227 -1.787
N -0.095 -1.349 -1.405
C 1.116 -1.667 -1.785
C 2.367 -1.084 -1.356
C 3.502 -1.852 -1.738
C 4.793 -1.401 -1.448
C 4.948 -0.216 -0.714
C 3.842 0.545 -0.265
C 2.514 0.164 -0.570
O 1.544 0.796 -0.042
H -4.056 -2.877 -1.362
H -2.821 -3.512 -2.437
H 1.256 -2.526 -2.431
H 3.377 -2.803 -2.287
H 5.654 -2.062 -1.743
H 5.955 0.100 -0.393
H 4.048 1.429 0.320
Cl -0.154 -0.882 2.574
C -1.274 0.428 2.702
C -1.663 1.110 1.576
C -2.719 1.979 1.722
Cl -3.275 2.807 0.334
C -3.344 2.194 2.949
Cl -4.793 3.134 3.118
C -2.887 1.554 4.100
Cl -3.727 1.651 5.571
C -1.756 0.760 3.970
Cl -0.942 0.208 5.400
C -0.439 2.500 -2.124
H 0.592 2.243 -2.381
H -0.631 3.452 -1.695
H -1.184 2.104 -2.826
*
```

Output
- E_HOMO (eV) = -0.7
- Kohn-Sham gap (eV) = 5.09
- LUMO (eV) = 4.3

---

*ii*
Entry from OMol25: C15H10CdCl5N3OS as an isolated structure (ωB97M-V/def2-TZVPD).

Structure (ORCA input):
```
! RIJCOSX wB97M-V def2-TZVPD def2/J DEFGRID3
* xyz -2 1
Cd 0.117 -0.714 -0.330
N 1.963 -1.771 3.684
C 1.415 -1.065 2.660
S 2.300 -0.619 1.266
N 0.110 -0.845 2.846
N -0.543 -0.216 1.815
C -1.756 0.261 2.104
C -2.496 1.145 1.371
C -3.554 1.700 2.118
C -4.292 2.724 1.575
C -4.050 3.219 0.259
C -2.975 2.743 -0.446
C -2.112 1.652 0.051
O -1.137 1.180 -0.620
H 2.948 -1.920 3.560
H 1.332 -2.254 4.315
H -2.188 0.049 3.077
H -3.775 1.424 3.164
H -4.967 3.379 2.156
H -4.665 4.042 -0.132
H -2.812 3.097 -1.493
Cl 2.597 -3.542 -1.213
C 2.884 -2.072 -1.982
C 2.202 -0.858 -1.625
C 2.757 0.373 -2.067
Cl 2.105 1.728 -1.284
C 3.787 0.446 -3.027
Cl 4.379 1.982 -3.542
C 4.341 -0.753 -3.512
Cl 5.385 -0.841 -4.875
C 3.977 -1.972 -2.880
Cl 4.832 -3.415 -3.344
C -1.835 -1.983 -0.863
H -2.022 -2.829 -0.151
H -1.634 -2.256 -1.907
H -2.621 -1.215 -0.725
*
```

Output
- E_HOMO (eV) = -0.7
- Kohn-Sham gap (eV) = 4.96
- LUMO (eV) = 4.3

---

Q: Which of them is the most stable? A: *i*.